A molecular structure, C24H13Cl5IMnN3O2S. Source: OMol25; level of theory: ωB97M-V with the def2-TZVPD basis set.

Last column: Mulliken spin population.
Geometry (Å):
I 2.643242 -1.388891 1.076889  -0.006
Mn 0.473621 -0.083948 0.136748  1.062
Cl -0.689595 -2.867149 -6.916586  0.000
Cl 0.851896 -4.578113 -4.798658  0.000
Cl 1.891430 -3.241643 -2.159770  0.000
Cl -1.153478 0.174225 -6.381206  0.000
Cl -0.172004 1.466937 -3.695796  0.000
S 1.525058 2.124095 0.160675  -0.011
O 1.066772 -0.459052 -1.876415  -0.006
O -0.681056 -1.724372 0.096566  -0.001
N -1.084566 2.374875 -0.601422  -0.004
N -1.066491 0.989928 -0.645186  -0.015
N 0.047982 4.307384 -0.212708  0.001
C 2.390893 -1.365418 5.410790  -0.002
C 0.831192 -0.351647 3.252351  0.022
C 2.802481 -1.566924 4.081306  0.003
C 1.237139 -0.677632 5.664984  0.001
C 0.732912 -0.959767 -2.976056  0.001
C -0.333151 -0.788644 -5.193382  0.000
C 2.043932 -1.067453 3.058319  -0.005
C 0.047645 2.910164 -0.255075  0.006
C -2.657084 -3.608988 -2.258034  -0.004
C 0.986141 -2.328594 -3.310718  0.000
C -1.502759 1.016495 3.850092  -0.007
C -1.803233 -3.301786 -1.223584  0.006
C -2.009437 0.472664 -1.340607  -0.013
C 0.091982 -0.208302 -4.013148  0.000
C -3.068067 -1.290179 -2.629348  -0.005
C -1.507916 -1.962018 -0.859395  -0.004
C 0.551038 -2.899347 -4.492036  0.000
C -2.194025 -0.938390 -1.594932  0.008
C 0.052606 0.140027 2.147868  -0.060
C -3.302264 -2.604465 -2.983704  0.007
C -1.105693 0.810118 2.518821  0.023
C 0.441730 -0.160751 4.612268  -0.006
C -0.748852 0.543521 4.890577  0.009
C -0.123043 -2.143240 -5.448799  0.001
H 0.906241 -0.514621 6.686006  0.000
H -2.814724 -4.649532 -2.523980  0.000
H 2.990400 -1.760625 6.222873  0.000
H -1.749250 1.210180 1.743363  -0.002
H -1.285664 -4.080018 -0.676889  0.001
H -0.654222 4.702715 -0.821885  0.000
H 3.713381 -2.112930 3.870753  0.001
H -2.419761 1.563199 4.051975  0.000
H -3.557063 -0.489393 -3.177084  0.000
H -1.045514 0.693819 5.923692  0.001
H -2.709843 1.158660 -1.819493  -0.002
H -3.959601 -2.848245 -3.809255  0.001
H 0.969342 4.691869 -0.346063  0.001

Cartesian forces, eV/Å:
-0.15 -0.04 0.11
-0.40 0.43 0.11
-0.02 -0.05 -0.06
0.00 -0.06 -0.01
-0.07 -0.05 0.07
-0.02 0.02 -0.01
0.11 0.03 -0.16
-0.14 -0.25 -0.02
0.24 0.06 -0.06
0.30 -0.06 -0.21
-0.05 0.19 -0.07
0.32 -0.29 0.26
-0.07 0.03 -0.01
-0.17 0.09 0.17
0.04 0.01 -0.12
0.10 -0.01 -0.25
0.13 -0.06 0.02
-0.13 -0.06 0.01
0.03 0.02 0.05
0.02 -0.06 0.05
0.02 -0.12 -0.03
0.03 -0.04 -0.01
0.02 0.06 -0.10
0.02 -0.01 0.15
-0.01 -0.04 -0.03
-0.01 0.26 0.18
-0.05 -0.03 -0.06
0.04 -0.01 0.08
-0.12 0.22 0.05
0.03 0.05 0.03
0.05 -0.30 0.03
-0.10 0.08 -0.08
-0.07 0.00 -0.06
0.08 -0.07 -0.13
0.00 -0.01 0.06
-0.08 0.04 -0.03
0.01 0.02 0.03
0.01 -0.01 0.01
-0.01 -0.01 0.00
0.00 0.00 0.02
0.01 0.00 -0.02
0.02 -0.01 0.03
0.01 0.00 0.01
0.00 0.00 -0.01
-0.01 -0.01 0.02
0.01 0.01 -0.01
0.00 0.00 0.01
0.02 0.01 0.00
0.01 0.00 0.00
0.00 -0.01 0.00

Properties
- charge = -2
- <S²> = 0.78
- energy above the lowest of the compared OMol25 structures with the same formula, charge and spin (eV) = 0.0000
- max |F| (eV Å⁻¹) = 0.6
- DFT total energy (hartree) = -5385.05857
- E_LUMO (spin up / spin down) (eV) = 4.2 / 4.3
- multiplicity = 2
- gap between HOMO and LUMO (spin up / spin down) (Eh) = 0.2041 / 0.1908
- HOMO level (spin up / spin down) (Ha) = -0.04792 / -0.03460


C10H10ClNOS in the gas phase at a distorted geometry. Source: OMol25; level of theory: ωB97M-V with the def2-TZVPD basis set.

Last column: Löwdin charge in e.
Geometry (Å):
Cl -3.542554 -1.224255 -0.407980  0.554
S -2.107539 1.314105 0.203223  1.029
O -0.395868 3.321648 -0.811797  0.097
N 0.500692 1.175256 -0.613653  -0.056
C 1.779130 1.615754 -1.181213  -0.022
C 0.366015 -0.237412 -0.272192  -0.132
C -0.356164 2.176383 -0.519022  -0.530
C -1.723469 1.743814 1.935748  -0.286
C 0.503570 -3.065985 -0.168461  -0.086
C 1.580531 -0.937805 -0.273572  -0.058
C -0.692067 -2.410631 -0.045380  -0.079
C -2.132775 -0.543114 0.370579  -0.861
C 1.667029 -2.312782 -0.229530  -0.094
C -0.824845 -1.005505 -0.048949  -0.308
H 1.638790 2.610388 -1.602893  0.094
H 0.532801 -4.144832 -0.192613  0.105
H 2.515684 -0.408650 -0.325655  0.092
H -1.600395 -2.982174 0.071663  0.089
H 2.088575 0.939801 -1.974827  0.105
H -2.469827 1.270288 2.563552  0.048
H 2.554175 1.683392 -0.418190  0.101
H -0.733692 1.387428 2.198831  0.054
H -1.782283 2.825465 2.010967  0.045
H 2.634475 -2.790567 -0.268642  0.100

Cartesian forces, eV/Å:
-0.17 -0.08 -0.24
0.30 -0.26 0.68
0.35 0.29 -0.07
0.69 0.04 -0.28
0.35 0.27 -0.26
-0.19 -0.63 0.06
-2.79 -2.07 0.95
-0.10 0.14 -0.50
0.02 0.12 -0.01
0.12 -0.02 0.07
0.08 -0.05 -0.22
0.90 2.76 -0.61
0.02 -0.03 -0.01
0.33 -0.26 0.25
-0.03 -0.12 0.06
0.02 -0.09 0.06
0.03 0.12 -0.06
-0.07 -0.02 0.01
0.00 -0.04 0.07
-0.08 -0.05 -0.05
0.00 -0.07 -0.02
0.09 -0.10 0.00
0.06 0.11 0.10
0.08 0.02 0.01

Properties
- charge = 0
- energy above the lowest of the compared OMol25 structures with the same formula, charge and spin (eV) = 1.6175
- max |F| (eV Å⁻¹) = 3.6
- DFT total energy (hartree) = -1375.33427
- E_LUMO (eV) = 0.5
- gap between HOMO and LUMO (Eh) = 0.2747
- HOMO level (Ha) = -0.25460


2 unconnected molecules or ions with the total composition C3H11N2O2 at a distorted geometry. Source: OMol25; level of theory: ωB97M-V with the def2-TZVPD basis set.

Last column: Löwdin charge in e.
Geometry (Å):
O 0.420876 -0.916687 1.008572  -0.229
O 0.306558 1.539171 -0.933552  0.073
N 0.605390 -1.229185 -1.381710  0.141
N 1.737640 -1.774291 1.179036  0.096
C -0.269904 -1.151526 -0.163868  -0.253
C -0.891258 1.437420 -0.521705  -0.102
C -1.505467 2.085215 0.768993  0.021
H 0.902215 -0.238524 -1.559531  0.128
H 1.045632 1.769554 -0.334865  0.182
H 0.082452 -1.425819 -2.274337  0.186
H -1.507050 3.103671 0.612195  0.064
H -1.630678 0.952386 -1.174693  0.132
H 1.456247 -1.824314 -1.241665  0.156
H -2.494308 1.793717 0.974119  0.080
H 1.217160 -2.570843 1.376521  0.037
H -0.867318 1.986575 1.637204  0.096
H -0.838393 -2.077426 -0.001171  0.098
H 2.230205 -1.459092 2.030454  0.094

Cartesian forces, eV/Å:
2.23 1.13 -0.12
1.73 0.53 -1.16
0.33 1.02 -0.77
-0.85 1.87 -1.40
-0.97 0.11 1.27
-2.93 -1.83 3.05
2.66 -2.00 -1.40
0.27 -0.84 0.34
-0.84 0.25 0.36
0.51 -0.51 1.36
-0.11 2.58 -0.71
0.75 0.69 -0.33
-0.68 0.45 -0.26
-1.08 -0.80 -0.01
-0.29 -2.33 0.94
0.22 -0.54 0.22
-0.03 0.06 -0.94
-0.91 0.17 -0.43

Properties
- charge = +1
- energy above the lowest of the compared OMol25 structures with the same formula, charge and spin (eV) = 7.4720
- max |F| (eV Å⁻¹) = 4.6
- DFT total energy (hartree) = -380.43928
- E_LUMO (spin up / spin down) (eV) = -4.2 / -4.2
- gap between HOMO and LUMO (spin up / spin down) (Eh) = 0.2755 / 0.2753
- HOMO level (spin up / spin down) (Ha) = -0.43014 / -0.43007


10 unconnected molecules or ions with the total composition C40H70N10 at a distorted geometry. Source: OMol25; level of theory: ωB97M-V with the def2-TZVPD basis set.

Last column: Löwdin charge in e.
Geometry (Å):
N 4.470252 2.777709 0.236760  0.157
N -0.064548 1.869947 -2.023254  0.176
N -3.897367 -0.972479 -1.186928  0.184
N -0.000516 3.392808 1.676322  0.206
N -2.403589 0.561786 2.733783  0.183
N 2.182668 -1.696929 5.659201  0.143
N 0.164390 -6.633577 2.140999  0.152
N 2.830167 3.456742 -6.212976  0.141
N 3.447256 -1.716763 -1.216093  0.176
N -0.314284 -4.509853 -0.332260  0.179
C -1.200346 -3.559231 3.264001  -0.269
C 0.585403 1.449582 -1.172751  -0.207
C 5.025059 1.787577 0.072372  -0.239
C 3.919759 0.165521 5.081459  -0.187
C 3.058946 -2.330736 -2.103557  -0.196
C -4.333087 2.167883 0.259938  -0.255
C -5.111715 2.772504 1.433983  -0.102
C -3.516650 -0.853908 -3.774417  -0.172
C -2.621230 1.177722 1.791403  -0.253
C 0.309141 -1.928001 -3.098487  -0.100
C 5.701972 0.504506 -0.151814  -0.211
C 1.408415 0.941422 -0.072471  -0.181
C -0.635880 3.284526 -6.092666  -0.261
C -3.265309 1.664540 -3.441574  -0.104
C 2.339772 1.592002 3.680783  -0.110
C -2.819511 0.437557 -4.243683  -0.244
C 1.803567 3.487501 -5.695082  -0.239
C -1.211683 -5.220205 -0.248402  -0.234
C -3.699283 -5.459936 -0.186564  -0.252
C -3.729966 -0.918858 -2.320059  -0.207
C -0.951634 6.041258 4.220896  -0.107
C -0.429103 2.094877 -7.017511  -0.105
C 2.956820 -0.884958 5.418545  -0.235
C 2.527002 -3.121651 -3.215628  -0.180
C -3.864534 -4.172533 0.596687  -0.111
C 7.184849 0.577326 0.169156  -0.265
C -0.298946 -0.957012 0.378372  -0.100
C -0.627233 4.676801 4.805572  -0.266
C -2.336906 -6.133537 -0.070654  -0.184
C 0.149786 -4.258202 3.224303  -0.185
C 3.621816 0.793794 3.701883  -0.257
C -1.188870 3.521667 3.995684  -0.184
C 0.484297 3.478461 -5.083671  -0.202
C 1.440986 -2.392913 -3.995107  -0.246
C 7.962805 1.439900 -0.815113  -0.109
C -2.235311 -4.275419 4.126267  -0.107
C -0.535820 3.443562 2.690065  -0.235
C -2.858067 1.924087 0.569417  -0.198
C 0.623118 0.106233 0.947727  -0.251
C 0.124585 -5.600111 2.639251  -0.238
H -3.117546 0.578069 -5.282332  0.107
H 9.000084 1.573974 -0.504457  0.071
H 1.071213 -3.049571 -4.782609  0.110
H 4.505531 1.381409 3.443896  0.105
H -4.869144 -3.757500 0.463159  0.075
H -2.250206 3.684439 3.790031  0.118
H -0.090452 -2.763187 -2.513250  0.063
H -2.023642 6.249958 4.220006  0.076
H -6.120575 3.040795 1.111299  0.070
H 4.909127 -0.295418 5.081467  0.116
H 1.362644 -0.351684 1.615197  0.099
H -4.393681 2.776355 -0.640928  0.103
H 2.229346 2.248764 4.542498  0.077
H 1.860114 1.827072 0.375162  0.076
H 0.462333 4.590773 4.877940  0.108
H -4.356841 1.737040 -3.475560  0.085
H -0.958438 4.613693 5.844331  0.111
H -1.032117 -2.558233 3.672631  0.108
H -4.773164 1.191094 0.044764  0.087
H -2.946078 1.595390 -2.405603  0.036
H -1.035618 -0.504129 -0.292412  0.051
H 0.194258 -1.760012 -0.168276  0.045
H 0.605499 -1.135441 -2.412603  0.049
H -3.703368 -4.240726 1.672546  0.056
H -1.859897 -4.451767 5.134337  0.077
H -0.484511 6.831326 4.811802  0.074
H -2.329176 2.877072 0.624061  0.104
H -0.845013 -1.406645 1.208405  0.053
H 2.246490 2.139536 2.740993  0.053
H -3.909793 -5.261005 -1.242966  0.108
H -0.545245 -1.529217 -3.650053  0.050
H -1.739252 0.324861 -4.166348  0.081
H -2.191388 -6.624061 0.895108  0.103
H -0.567614 6.132164 3.203731  0.074
H 7.538296 2.432941 -0.965459  0.074
H -4.641676 3.664831 1.848658  0.070
H -0.819292 4.198555 -6.664619  0.112
H -4.494791 -6.156862 0.090033  0.109
H -1.049467 2.567654 4.501696  0.116
H 7.614217 -0.423757 0.212954  0.109
H 0.058955 0.758265 1.615660  0.057
H 0.341975 4.361392 -4.457043  0.122
H -5.260026 2.016474 2.206363  0.074
H 3.585920 -0.034645 2.989122  0.103
H 8.006375 0.954044 -1.796055  0.077
H 0.843820 -3.668427 2.621541  0.116
H 0.450175 2.674883 -4.339987  0.079
H 3.902907 0.922015 5.867443  0.118
H -1.561942 3.141677 -5.529565  0.081
H -2.386940 1.334320 -0.220643  0.075
H -1.595426 -3.385665 2.261661  0.073
H -4.517122 -0.912437 -4.210232  0.121
H 1.477463 0.915581 3.649522  0.069
H -0.272807 1.194178 -6.416904  0.070
H -2.253661 -6.928831 -0.814597  0.120
H -2.855005 2.574038 -3.874528  0.057
H -1.317785 1.965013 -7.632082  0.072
H -2.948415 -1.739609 -4.058690  0.109
H 7.303447 0.988504 1.177682  0.109
H -3.237140 -3.356840 0.220662  0.051
H 3.360247 -3.406309 -3.859968  0.119
H -2.493461 -5.246039 3.689338  0.067
H -3.158263 -3.698458 4.175527  0.073
H 1.889005 -1.526131 -4.491174  0.114
H 2.173673 0.284213 -0.491166  0.079
H 0.551179 -4.341741 4.236231  0.117
H 5.175611 -0.216363 0.476115  0.098
H 2.137649 -4.044323 -2.773495  0.124
H 0.458851 2.219231 -7.634862  0.069
H 5.518125 0.220455 -1.189217  0.108

Cartesian forces, eV/Å:
-0.08 0.21 0.14
-0.03 -0.13 -0.04
-0.03 0.02 0.23
0.03 0.05 -0.12
0.00 -0.08 0.34
-0.07 -0.12 -0.03
-0.16 -0.14 0.13
-0.22 0.03 0.11
0.09 0.13 0.09
0.02 0.17 -0.23
-0.40 0.40 0.30
-0.08 0.00 0.07
0.10 -0.21 -0.20
-0.02 -0.12 -0.22
-0.11 -0.07 -0.13
-0.27 -0.52 0.50
-0.29 -0.16 -0.44
-0.18 0.12 0.33
-0.08 0.00 0.05
-0.63 -0.20 0.17
-0.41 0.09 0.09
-0.21 -0.27 -0.14
-0.56 0.24 -0.11
-0.20 -0.27 -0.36
-0.53 -0.40 -0.68
-0.33 0.22 0.44
0.43 0.07 -0.18
-0.02 0.01 0.04
-0.54 0.19 -0.28
0.31 -0.03 -0.32
0.01 0.25 0.11
0.04 0.03 0.39
-0.06 0.18 0.05
0.17 -0.38 0.20
-0.29 0.95 -0.12
0.38 0.42 0.39
-0.19 0.09 0.06
0.55 0.43 0.46
-0.01 -0.41 0.06
0.10 0.01 -0.13
0.56 -0.46 0.50
-0.04 0.09 -0.23
-0.18 -0.22 0.74
-0.02 0.58 -0.14
0.31 -0.21 -0.42
0.01 -0.20 -0.39
0.12 -0.09 0.06
0.09 0.26 -0.41
0.16 0.13 0.51
0.11 0.05 -0.03
0.33 -0.04 -0.13
-0.05 -0.01 0.12
0.03 -0.09 0.04
-0.18 0.22 -0.06
-0.04 -0.29 0.03
-0.06 -0.21 0.22
0.14 0.08 0.11
-0.01 -0.12 -0.10
0.08 0.13 -0.05
0.02 0.06 0.03
0.04 -0.10 -0.20
-0.03 0.08 0.02
0.11 0.17 -0.07
0.19 -0.15 0.11
-0.05 -0.16 -0.15
0.03 0.09 0.11
-0.29 -0.08 -0.11
0.07 -0.06 0.02
-0.08 0.13 -0.23
0.05 0.04 0.03
-0.03 -0.08 0.01
0.21 0.07 0.05
0.17 -0.09 0.03
0.10 -0.33 -0.02
-0.04 0.06 0.05
0.02 -0.05 -0.02
0.15 -0.09 0.08
-0.08 -0.06 -0.10
0.17 0.32 0.22
0.19 0.14 0.03
0.19 0.01 -0.25
0.04 0.03 -0.12
-0.02 0.14 0.06
-0.08 -0.01 -0.04
-0.15 -0.03 0.16
0.06 -0.03 0.06
0.28 -0.03 -0.08
0.27 -0.19 0.20
-0.16 -0.08 -0.05
-0.12 -0.08 -0.15
-0.12 0.10 -0.24
0.07 0.21 -0.30
0.27 0.13 0.17
-0.09 0.14 -0.16
-0.10 0.06 0.05
0.09 -0.04 0.08
0.13 -0.15 -0.18
0.00 0.00 0.01
0.08 -0.07 0.07
-0.01 0.14 -0.12
0.12 -0.21 -0.07
0.09 -0.11 -0.12
0.08 0.01 0.35
-0.10 -0.06 -0.09
0.07 0.03 -0.01
0.05 0.04 0.08
0.11 -0.13 -0.18
-0.11 -0.04 -0.12
-0.05 -0.03 -0.05
0.25 -0.28 0.04
0.01 0.04 -0.01
0.06 -0.01 0.09
0.03 0.06 0.12
-0.02 -0.08 -0.05
0.15 0.28 -0.17
0.09 0.06 -0.03
0.10 -0.15 -0.10
-0.05 0.05 -0.03
-0.08 0.04 -0.17
0.03 -0.10 0.03

Properties
- charge = 0
- energy above the lowest of the compared OMol25 structures with the same formula, charge and spin (eV) = 0.0000
- max |F| (eV Å⁻¹) = 1.0
- DFT total energy (hartree) = -2113.66079
- E_LUMO (eV) = 0.5
- SMILES string = CCCC#N.CCCC#N.CCCC#N.CCCC#N.CCCC#N.CCCC#N.CCCC#N.CCCC#N.CCCC#N.CCCC#N
- gap between HOMO and LUMO (Eh) = 0.4194
- HOMO level (Ha) = -0.40165